[1]
An isolated molecule of C5H8O. Source: OMol25; level of theory: the ωB97M-V functional and the def2-TZVPD basis.

Geometry as XYZ:
```
14
Properties=species:S:1:pos:R:3:lowdin_charge:R:1
C 0.290 -1.024 -0.604 -0.1589
C 1.281 0.078 -0.143 -0.1283
C 0.427 1.164 0.477 -0.2549
O -0.197 0.729 1.682 -0.0067
C -0.978 0.756 0.491 -0.2564
C -1.133 -0.610 -0.143 -0.1283
H 0.313 -1.112 -1.695 0.1011
H 0.571 -2.003 -0.208 0.1027
H 1.875 0.468 -0.977 0.1090
H 1.981 -0.301 0.609 0.1138
H 0.743 2.206 0.463 0.1417
H -1.806 1.463 0.504 0.1418
H -1.835 -0.567 -0.983 0.1093
H -1.543 -1.313 0.590 0.1139
```

Output
E = -270.51569 Ha
Energy above the lowest of the compared OMol25 structures with the same formula, charge and spin = 26.5 kcal/mol



[2]
A cluster of 2 separate species, C9H14O in total. Source: OMol25; level of theory: the ωB97M-V functional and the def2-TZVPD basis.

Geometry as XYZ:
```
24
Properties=species:S:1:pos:R:3:lowdin_charge:R:1
C 2.335 1.793 -1.507 -0.0776
C 1.185 0.897 -1.308 -0.2953
C 0.739 0.595 -0.027 -0.0494
C -0.363 -0.192 0.233 -0.0140
C -1.225 -0.405 -0.857 -0.3082
O -2.393 -1.066 -0.518 0.0196
C -0.897 -0.038 -2.169 -0.0180
C 0.342 0.590 -2.384 -0.0384
H 2.500 2.338 -2.483 0.0948
H 3.266 1.238 -1.608 0.0757
H 2.358 2.538 -0.710 0.0807
H 1.307 0.990 0.809 0.1142
H -0.683 -0.689 1.148 0.0753
H -3.094 -0.581 -0.984 0.1079
H -1.655 -0.107 -2.947 0.1109
H 0.539 0.922 -3.405 0.1121
C 0.794 -0.923 3.176 -0.1548
C -0.650 -0.934 3.659 -0.1649
H 0.725 -0.744 2.067 0.0216
H 1.527 -0.247 3.582 0.0599
H 1.312 -1.861 3.338 0.0639
H -1.363 -1.181 2.883 0.0404
H -1.060 -0.031 4.210 0.0913
H -0.900 -1.816 4.228 0.0521
```

Output
E = -426.52055 Ha
Energy above the lowest of the compared OMol25 structures with the same formula, charge and spin = 32.8 kcal/mol



[3]
A cluster of 2 separate species, CH5ClNP in total. Source: OMol25; level of theory: the ωB97M-V functional and the def2-TZVPD basis.

Geometry as XYZ:
```
9
Properties=species:S:1:pos:R:3:lowdin_charge:R:1
C -0.321 1.261 0.067 -0.4794
N 1.346 -2.234 -0.076 0.0750
P -1.140 -0.270 0.705 0.4080
Cl -2.672 -0.226 -0.598 0.1050
H -1.141 1.895 -0.278 -0.0007
H 0.572 1.015 -0.528 0.0193
H 0.236 1.770 0.869 0.0207
H 1.788 -1.667 0.621 -0.0607
H 1.330 -1.545 -0.781 -0.0871
```

Output
E = -897.29364 Ha
Energy above the lowest of the compared OMol25 structures with the same formula, charge and spin = 87.4 kcal/mol